Record 1
Formula: C6H9N3
Source: OMol25
Level of theory: ωB97M-V/def2-TZVPD

## Properties
E_HOMO, eV: -10.172
Gap between HOMO and LUMO, eV: 10.2

```
18
Properties=species:S:1:pos:R:3:forces:R:3:nbo_charge:R:1
C 0.804347 -1.713403 -0.611927 1.431 1.381 0.071 -0.69
C -0.115949 -0.418306 -0.089287 1.320 -0.083 2.403 0.09
C -0.250493 -0.301776 1.517131 -2.135 -4.708 0.916 -0.72
C -1.177101 0.418677 -0.783988 3.423 -2.306 -3.830 -0.17
C -1.155576 0.046026 -2.258936 -2.898 -2.576 -5.066 0.28
C 0.310303 1.934710 0.310502 -0.473 3.779 -1.627 0.22
H 1.393829 -2.061505 0.695402 -1.998 0.260 -4.566 0.25
H 1.998349 -1.116151 -1.338945 -4.025 -2.017 2.137 0.27
H 0.012818 -2.665684 -1.575587 2.657 2.842 3.364 0.31
H -0.831327 0.500329 2.010678 1.302 0.410 -0.785 0.26
H -1.059361 -1.089804 1.844976 1.447 0.488 -0.999 0.23
H 0.654648 -0.730791 2.104897 -1.379 1.395 -1.019 0.25
H -1.812782 0.974011 -0.202326 -2.720 0.601 0.541 0.25
H -0.218886 2.872593 0.008354 -0.055 -0.665 0.220 0.17
H 1.406826 0.829598 1.131441 0.531 4.330 1.254 0.31
N -1.257263 -0.421169 -3.385122 0.918 2.959 6.787 -0.31
N 0.152237 0.925087 -0.606330 1.124 -0.982 -0.093 -0.43
N 1.145384 2.017558 1.229067 1.530 -5.108 0.291 -0.56
```
Positions in Å, forces in eV/Å.



Record 2
Formula: CH9CuO7
Source: OMol25
Level of theory: ωB97M-V/def2-TZVPD

## Properties
E_HOMO, eV: -6.026
Gap between HOMO and LUMO, eV: 5.7

```
18
Properties=species:S:1:pos:R:3:forces:R:3:nbo_charge:R:1
Cu -0.032182 0.480770 0.072721 0.809 -0.371 2.878 0.88
C 0.544889 0.761577 -1.940696 -0.488 -1.241 0.218 0.92
O 0.239392 -0.378155 -1.582710 0.539 -3.094 -2.377 -0.80
O 1.366788 0.939638 -2.930642 0.866 0.915 -2.124 -0.67
O 0.124742 1.747988 -1.328822 -0.438 4.345 -1.347 -0.86
H 1.195259 1.883520 -3.079658 0.798 0.048 -0.475 0.49
O -1.442092 -0.725571 0.575960 -2.595 -1.053 0.430 -0.96
H -2.212439 -0.861515 0.003878 0.227 -0.020 -0.566 0.50
H -1.855025 -0.791497 1.432097 -0.069 -0.334 1.064 0.48
O -0.451475 -3.215652 0.236896 0.747 1.855 1.213 -0.97
H 0.371058 -3.275159 0.783257 -0.974 -0.152 -0.780 0.46
H -0.669976 -2.223507 0.339988 0.550 -2.278 -0.494 0.48
O -0.658807 1.779314 1.393894 -0.073 2.822 1.159 -0.95
H -1.496987 1.359746 1.489453 -1.143 -0.277 0.333 0.47
H -0.881640 2.659142 1.005589 0.453 -0.881 0.269 0.50
O 1.617633 -0.199172 1.152573 0.180 -0.235 0.854 -0.97
H 1.866295 0.516050 1.750234 0.306 -0.144 -0.161 0.49
H 2.374567 -0.457520 0.625986 0.305 0.097 -0.093 0.50
```
Positions in Å, forces in eV/Å.



Record 3
Formula: C37H28N6O4RuS2
Source: OMol25
Level of theory: ωB97M-V/def2-TZVPD

## Properties
E_HOMO (alpha / beta), eV: -3.986 / -4.265
Gap between HOMO and LUMO (alpha / beta), eV: 6.2 / 6.4
2S+1: 2
Total charge: -1

```
78
Properties=species:S:1:pos:R:3:forces:R:3:mulliken_spin:R:1
Ru -0.561729 0.957708 -0.073413 0.120 -0.389 0.339 0.30
O 4.731777 -0.104570 0.285016 -0.119 -0.088 0.070 0.00
C 4.537368 -0.102565 -1.046026 -0.043 -0.102 -0.054 0.03
C 5.646254 -0.332438 -1.860907 -0.013 -0.001 0.015 -0.01
C 5.512954 -0.370476 -3.235969 0.007 0.013 -0.020 0.02
C 4.269127 -0.178410 -3.828715 0.012 -0.004 0.001 -0.01
C 3.168224 0.053358 -3.024267 -0.003 0.032 -0.006 0.01
C 3.274740 0.097124 -1.635373 0.019 0.065 0.060 -0.04
C 2.055764 0.370737 -0.837583 0.015 -0.054 0.060 0.03
O 0.930974 0.475993 -1.438659 0.080 0.074 0.009 0.12
N 2.187857 0.479160 0.483069 -0.026 -0.183 -0.032 0.06
N 0.988467 0.665489 1.068328 0.213 -0.006 -0.173 0.49
C 1.006320 0.906211 2.497250 -0.125 -0.108 -0.012 -0.04
C -0.235261 0.307951 3.143419 0.047 0.034 0.030 0.02
C -0.079588 -0.498666 4.262935 0.038 0.004 -0.022 -0.01
C -1.162248 -1.037891 4.941188 -0.069 -0.001 -0.017 0.00
C -2.442532 -0.740276 4.479630 0.053 -0.017 0.030 0.00
C -2.623509 0.054391 3.365468 0.043 0.049 -0.082 0.00
C -1.535164 0.597396 2.643084 0.029 -0.049 0.045 0.00
O -1.766298 1.318915 1.579591 -0.124 0.079 0.007 -0.01
H 3.838817 0.019646 0.705841 0.108 0.236 -0.051 0.00
H 6.605093 -0.483841 -1.381716 0.000 -0.003 -0.002 0.00
H 6.386464 -0.551732 -3.851168 0.001 0.004 0.000 0.00
H 4.162849 -0.203133 -4.905450 0.001 -0.005 0.000 0.00
H 2.188004 0.218760 -3.451733 0.003 -0.007 0.006 0.00
H 1.895486 0.436026 2.929805 -0.010 -0.008 -0.013 -0.01
H 0.927705 -0.703746 4.614055 -0.005 0.001 0.003 0.00
H -1.012211 -1.667910 5.808263 -0.005 0.000 0.001 0.00
H -3.309304 -1.142555 4.992850 -0.001 0.001 0.001 0.00
H -3.615936 0.279655 2.992478 -0.004 -0.006 0.006 0.00
N -1.618331 4.425331 -2.479813 -0.137 0.023 0.087 0.00
C -1.507519 3.291465 -1.722384 0.269 0.016 0.022 -0.01
S -0.285115 3.256407 -0.500613 -0.022 0.172 -0.116 0.03
N -2.345047 2.326761 -2.027147 -0.122 -0.095 0.101 0.00
N -2.117337 1.202129 -1.287546 -0.300 0.007 -0.236 0.00
C -2.980374 0.229397 -1.366404 -0.014 0.176 -0.209 0.02
C -4.229059 0.316008 -2.161813 0.004 -0.023 0.016 0.01
C -4.459144 -0.545233 -3.230015 0.016 -0.010 0.003 0.00
C -5.635096 -0.463499 -3.963249 -0.005 0.004 0.004 0.00
C -6.595215 0.480910 -3.631407 0.000 -0.011 -0.006 0.00
C -6.373326 1.342840 -2.564851 0.010 -0.004 0.009 0.00
C -5.198084 1.261317 -1.835657 -0.018 0.018 0.001 0.00
C -2.620831 -0.971946 -0.630291 0.019 -0.280 0.210 -0.04
C -3.448214 -2.090428 -0.523960 -0.024 0.063 -0.036 0.00
C -3.018486 -3.189100 0.193679 -0.008 -0.035 0.013 0.00
C -1.768435 -3.165525 0.793641 0.000 -0.008 0.009 0.00
C -1.004157 -2.021258 0.668367 0.068 -0.001 0.051 0.00
N -1.413946 -0.955610 -0.014420 -0.032 0.322 -0.159 0.03
H -1.198035 5.255410 -2.099737 0.030 -0.015 -0.007 0.00
H -2.500156 4.539488 -2.952855 0.011 0.003 -0.043 0.00
H -3.704722 -1.277896 -3.492154 -0.001 0.009 -0.004 0.00
H -5.797057 -1.135215 -4.797041 -0.004 0.001 -0.001 0.00
H -7.513425 0.546779 -4.201703 0.001 -0.001 -0.003 0.00
H -7.118694 2.082779 -2.301239 -0.003 -0.001 -0.001 0.00
H -5.013421 1.935270 -1.009240 0.003 0.000 -0.001 0.00
H -4.422722 -2.077121 -0.990774 0.003 0.003 -0.011 0.00
H -3.658922 -4.056516 0.291276 0.001 -0.003 -0.006 0.00
H -1.395698 -4.001677 1.367712 0.001 0.003 0.001 0.00
H -0.034234 -1.927189 1.139204 -0.002 0.007 0.004 0.00
C -1.670775 8.363699 5.431068 -0.002 -0.002 0.003 0.00
C -0.889104 9.580504 5.006155 -0.014 0.011 -0.045 0.00
O -1.194723 10.695292 5.345412 0.003 0.000 0.015 0.00
S 0.551975 9.422188 3.958062 -0.002 -0.008 0.014 0.00
C 0.722461 7.680618 3.662796 0.012 -0.008 0.001 0.00
C 0.117885 7.094660 2.554015 0.003 0.006 0.015 0.00
C 0.240089 5.735013 2.328653 -0.007 0.014 -0.005 0.00
C 0.981806 4.940128 3.208259 0.023 0.040 -0.071 -0.01
C 1.605962 5.537796 4.305195 -0.005 -0.006 -0.005 0.00
C 1.478547 6.897852 4.529122 0.002 0.005 0.007 0.00
C 1.082672 3.533940 2.970491 -0.060 -0.024 0.031 0.01
C 1.072002 2.353054 2.752122 0.049 0.074 0.125 0.02
H -2.719661 8.551398 5.203229 0.001 0.006 0.009 0.00
H -1.577193 8.273494 6.514002 0.006 -0.010 0.000 0.00
H -1.348414 7.440378 4.962104 0.000 0.004 -0.002 0.00
H -0.457561 7.709265 1.873445 -0.003 0.002 0.002 0.00
H -0.231565 5.265643 1.473890 0.004 -0.004 0.015 0.00
H 2.187654 4.924087 4.979974 0.001 0.002 0.001 0.00
H 1.960000 7.358793 5.382142 0.001 0.000 0.000 0.00
```
Positions in Å, forces in eV/Å.



Record 4
Formula: C3H13NO4
Source: OMol25
Level of theory: ωB97M-V/def2-TZVPD

## Properties
E_HOMO, eV: -10.007
Gap between HOMO and LUMO, eV: 9.9
Structure (SMILES): C=CN=C.O.O.O.O

```
21
Properties=species:S:1:pos:R:3:forces:R:3:nbo_charge:R:1
C 0.965662 -1.640417 -1.370940 -4.183 -3.787 -1.660 -0.03
C 0.924266 -2.704582 -2.248374 2.779 1.646 0.274 -0.43
C -1.426386 -1.507293 -1.303479 2.111 0.011 -2.017 -0.03
N -0.310166 -1.267668 -0.781030 1.349 0.587 0.437 -0.43
H 1.747455 -1.137178 -0.890924 1.391 0.300 0.076 0.21
H 0.041959 -3.145640 -2.740683 0.290 0.427 0.865 0.21
H 1.910178 -3.077100 -2.656098 -1.161 0.481 0.442 0.20
H -2.203155 -0.956840 -0.989318 -3.124 1.331 2.169 0.17
H -1.649235 -1.883903 -2.291796 0.568 -0.808 -0.476 0.14
H 1.303085 6.739275 2.537130 -0.639 -0.518 0.266 0.47
H 0.112400 5.819361 3.183882 1.003 1.267 -1.490 0.49
O 0.508828 6.212361 2.338357 -0.394 -0.573 1.292 -0.97
H -0.434122 0.311092 1.196003 -0.977 -0.177 -0.033 0.50
H -1.755516 1.057847 1.778797 -1.662 -0.882 0.052 0.48
O -0.849652 1.091728 1.583811 2.598 1.025 -0.122 -0.98
H 1.129557 -5.139225 -2.807743 -2.419 3.653 -0.119 0.45
H 2.363733 -5.726314 -2.655088 3.873 0.292 0.606 0.46
O 1.500792 -5.955360 -2.793442 -1.439 -4.054 -0.466 -0.91
H -1.520150 4.075536 4.456498 0.823 0.567 -2.684 0.50
H -0.881930 4.278973 2.890261 0.822 -1.386 -0.235 0.50
O -1.477605 4.555342 3.564177 -1.611 0.599 2.822 -0.99
```
Positions in Å, forces in eV/Å.



Record 5
Formula: C19H64N10O11
Source: OMol25
Level of theory: ωB97M-V/def2-TZVPD

## Properties
E_HOMO, eV: -9.032
Gap between HOMO and LUMO, eV: 8.9
Structure (SMILES): COC[C@H](C)N.COC[C@H](C)N.COC[C@H](C)N.COC[C@H](C)N.NC(N)=O.NC(N)=O.NC(N)=O.O.O.O.O

```
104
Properties=species:S:1:pos:R:3:forces:R:3:mulliken_charge:R:1
C 8.430850 1.325530 -13.751760 -2.005 -0.073 0.952 -1.34
C 7.559910 2.526870 -14.298630 0.401 -0.952 2.342 0.36
C 6.699870 3.228290 -13.153270 -0.785 -1.471 -0.822 -0.69
O 5.919120 2.292230 -12.433940 2.052 0.311 1.306 -0.34
C 4.774700 1.787370 -12.980740 -0.536 0.041 -0.376 -0.65
N 8.519340 3.451410 -14.755000 0.590 1.604 -1.361 -0.73
H 7.826340 0.418830 -13.728000 0.266 -0.356 -0.296 0.31
H 8.647850 1.478530 -12.694590 0.261 0.301 0.072 0.31
H 9.372570 1.208530 -14.288020 -0.284 -0.121 -0.185 0.44
H 7.034250 2.161340 -15.180770 -0.704 0.225 0.300 0.32
H 6.002660 3.991540 -13.498890 0.217 0.243 -0.711 0.39
H 7.297110 3.706930 -12.377180 0.598 -0.137 -0.335 0.27
H 4.950250 1.293920 -13.936660 -0.040 -0.404 -0.103 0.29
H 4.067550 2.595440 -13.168000 -0.483 0.017 0.046 0.29
H 4.430270 1.104180 -12.204390 -0.538 -0.139 -0.472 0.21
H 9.155570 3.654710 -13.997380 0.254 0.152 0.070 0.29
H 9.021960 2.865900 -15.406650 0.732 0.758 -0.416 0.26
C 1.007640 7.671030 -3.443130 1.398 -1.430 1.416 -1.41
C 1.730430 8.380010 -4.578490 -2.175 -0.247 -0.801 0.42
C 2.226400 7.401620 -5.640450 1.038 0.758 -1.581 -0.79
O 2.833330 8.150910 -6.737020 -0.798 -0.359 0.001 -0.34
C 3.146070 7.344250 -7.889630 -0.106 0.351 1.197 -0.68
N 0.632940 9.200150 -5.167800 1.225 1.176 -0.256 -0.67
H 0.973320 8.135840 -2.457800 0.213 0.916 -0.223 0.38
H 1.593460 6.787790 -3.188590 -0.311 -0.649 -0.011 0.35
H -0.036760 7.419420 -3.627670 0.260 -0.262 -0.548 0.35
H 2.558420 9.011600 -4.256580 -0.108 0.053 0.007 0.25
H 1.439070 6.802680 -6.098160 -0.476 -0.132 0.392 0.37
H 3.011410 6.724370 -5.304030 -0.094 -0.185 0.574 0.43
H 2.318940 6.920200 -8.458980 -0.730 0.337 0.250 0.27
H 3.673900 6.466350 -7.517110 0.750 0.016 -0.405 0.30
H 3.678240 8.016680 -8.562490 0.377 -0.409 0.148 0.24
H -0.019510 8.619570 -5.675090 -0.018 -0.181 0.104 0.23
H 0.172330 9.581910 -4.354050 -0.480 0.253 -0.280 0.27
C -4.285000 0.252130 -15.501760 0.224 -0.939 -0.553 -1.13
C -2.825980 0.155560 -15.865640 1.370 -1.312 0.072 0.20
C -2.635820 -0.117670 -17.424010 -0.039 -0.060 1.167 -0.64
O -3.457890 -1.187420 -17.910600 0.317 0.221 0.269 -0.38
C -3.126340 -2.487690 -17.366420 -1.564 0.449 -0.712 -0.72
N -2.119360 1.326870 -15.404280 0.825 0.780 -1.730 -0.63
H -4.633180 1.108330 -16.079510 -0.553 0.050 0.266 0.30
H -4.420030 0.373220 -14.426950 -0.044 0.193 -0.108 0.37
H -4.787380 -0.657990 -15.829470 -0.389 0.162 0.030 0.27
H -2.227050 -0.627050 -15.399910 -0.827 -0.768 0.387 0.25
H -1.636200 -0.379630 -17.770770 0.512 0.228 0.777 0.40
H -2.834150 0.852670 -17.879200 -0.751 -0.257 -0.713 0.36
H -3.848480 -2.701470 -16.578440 0.672 0.210 0.942 0.25
H -2.072540 -2.655950 -17.144410 -0.096 0.250 0.226 0.32
H -3.482860 -3.235270 -18.075020 0.500 0.167 -0.644 0.28
H -2.280340 1.626030 -14.453120 -0.346 -0.237 -0.092 0.24
H -2.393770 2.041830 -16.062780 0.193 0.864 0.425 0.26
C -2.791330 -2.335430 -9.089110 0.571 0.551 0.582 -1.37
C -3.978620 -3.116170 -9.536560 1.083 -0.194 -0.886 0.52
C -3.706020 -4.550210 -9.980660 0.753 -1.142 -0.440 -0.73
O -2.906370 -4.617850 -11.201080 -2.474 2.279 0.695 -0.28
C -2.904750 -5.852230 -11.806120 2.273 -1.275 -0.081 -0.84
N -5.024530 -2.939660 -8.552930 -0.389 -0.631 -0.549 -0.68
H -3.193120 -1.335090 -8.927930 0.536 0.370 -0.491 0.30
H -1.958200 -2.410190 -9.787970 -0.107 0.362 -0.040 0.36
H -2.412600 -2.573240 -8.095080 -0.037 -0.640 0.091 0.33
H -4.269770 -2.652460 -10.479060 -0.446 0.212 -0.024 0.22
H -4.671220 -5.050540 -10.059150 -0.328 -0.038 -0.748 0.35
H -3.169930 -5.225490 -9.313800 0.229 0.395 0.911 0.36
H -2.389240 -5.771300 -12.763090 -0.246 0.308 -0.195 0.27
H -3.784920 -6.475260 -11.964960 -0.637 0.619 0.394 0.31
H -2.177620 -6.392940 -11.200300 -0.118 -1.135 0.027 0.34
H -5.835720 -3.346020 -8.996720 -0.653 0.031 0.339 0.30
H -4.810510 -3.544340 -7.772770 -0.024 -0.040 0.415 0.25
O -5.236410 5.421340 -8.070670 0.164 -0.270 0.029 -0.64
H -6.016490 5.593530 -8.597980 -0.206 0.029 -0.203 0.33
H -5.131920 6.206490 -7.533220 0.053 0.190 0.153 0.31
O -3.861060 6.978690 -13.605810 -0.246 0.080 0.028 -0.64
H -3.174470 7.261040 -14.210040 0.160 0.120 -0.155 0.32
H -3.487680 6.221120 -13.155360 0.106 -0.211 0.160 0.32
O -7.512650 1.595140 -7.989900 -0.240 0.037 -0.008 -0.64
H -6.905000 2.313060 -7.812150 0.158 0.237 0.025 0.31
H -6.980370 0.803970 -7.906390 0.124 -0.271 -0.022 0.32
O -1.562760 4.385140 -10.319770 -0.019 0.104 -0.251 -0.64
H -2.340440 4.355110 -9.762510 -0.271 0.015 0.145 0.32
H -0.846470 4.110760 -9.747170 0.249 -0.107 0.109 0.32
C 3.176460 1.100480 -6.396910 -2.504 2.353 -2.877 0.65
O 2.298660 1.658320 -7.014720 -0.949 1.061 -0.818 -0.66
N 3.088260 0.587920 -5.252650 -2.127 -2.987 6.593 -0.32
N 4.396390 0.964560 -6.750850 5.869 0.098 -4.249 -0.38
H 2.437100 1.000420 -4.600020 0.151 -0.857 0.234 0.22
H 3.876360 -0.020080 -5.081380 -0.978 0.227 1.715 0.15
H 5.000770 0.334550 -6.243000 0.282 0.604 -0.682 0.13
H 4.663980 1.323700 -7.656120 0.209 -0.458 0.077 0.21
C -0.932540 11.632790 -9.924610 -0.901 0.196 -2.089 0.60
O -0.569160 11.895520 -11.047050 0.821 -0.260 -1.193 -0.63
N -0.892920 12.499440 -8.949910 0.656 2.773 3.258 -0.43
N -1.639980 10.555410 -9.603400 -0.823 -3.294 0.107 -0.38
H -0.715790 12.143170 -8.021580 -0.082 0.337 -0.039 0.21
H -0.538200 13.418360 -9.173220 0.164 -0.298 0.108 0.23
H -1.524600 9.740600 -10.188930 -0.201 0.224 0.046 0.21
H -2.171830 10.429570 -8.754050 0.403 0.295 -0.194 0.19
C -2.606270 1.930730 -2.513970 1.872 -1.176 0.944 0.64
O -1.461420 1.940800 -2.171000 2.836 0.004 1.782 -0.66
N -3.561250 1.244490 -1.939480 -1.353 -1.401 1.857 -0.44
N -2.971400 2.487510 -3.595160 -2.108 2.871 -4.964 -0.38
H -3.200920 0.828830 -1.092440 -1.210 -0.197 0.169 0.24
H -4.501580 1.431900 -2.256900 0.008 -0.599 1.083 0.19
H -2.243240 2.857500 -4.189290 -0.481 -0.087 -0.083 0.24
H -3.879560 2.198540 -3.929590 0.460 0.578 -0.804 0.16
```
Positions in Å, forces in eV/Å.



- What is the formula in the fifth record?
  C19H64N10O11



- Number 1 is which compound?
  C6H9N3